Entry 1:
C33H48N5O8Sc as an isolated structure. Source: OMol25; level of theory: the ωB97M-V functional and the def2-TZVPD basis.

Output
- 2S+1: 1
- Kohn-Sham gap: 4.76 eV

Geometry as XYZ:
```
95
Properties=species:S:1:pos:R:3:mulliken_charge:R:1
Sc 0.808 -0.620 -0.636 0.372
C -0.439 2.533 4.748 -1.761
C 0.009 1.294 3.975 0.907
C 1.338 0.792 4.587 -2.067
C 2.123 -0.361 3.905 1.905
C 2.498 -1.443 4.911 -1.832
C 3.404 0.143 3.241 -1.734
N 1.275 -0.935 2.790 1.486
C 0.299 -2.000 3.121 -1.439
C -1.019 -1.914 2.363 -1.745
N -1.034 -1.939 0.889 1.831
C -0.560 -3.242 0.401 -0.559
C 0.963 -3.354 0.499 0.060
O 1.490 -4.413 0.746 -0.739
O 1.592 -2.217 0.321 -0.756
C -2.448 -1.662 0.472 0.106
C -3.400 -2.829 0.735 -1.749
C -2.555 -1.205 -0.976 -1.234
C -2.455 0.315 -1.187 1.964
C -2.393 0.605 -2.685 -1.800
C -3.732 0.963 -0.638 -2.281
N -1.187 0.834 -0.552 0.904
C -1.302 1.963 0.409 -0.183
C -1.251 1.699 1.918 -2.235
N 0.074 1.471 2.518 0.818
C 1.067 2.454 2.053 -0.337
C 1.644 2.024 0.715 0.602
O 2.861 2.637 0.336 -0.827
O 1.532 0.678 0.508 -0.200
H -0.484 2.319 5.816 0.463
H -1.425 2.874 4.438 0.392
H 0.269 3.350 4.598 0.368
H -0.747 0.511 4.129 0.147
H 1.101 0.496 5.612 0.544
H 2.016 1.642 4.682 0.312
H 3.228 -1.027 5.605 0.468
H 2.960 -2.299 4.417 0.367
H 1.651 -1.789 5.502 0.451
H 4.018 0.646 3.988 0.486
H 3.212 0.833 2.426 0.316
H 3.977 -0.695 2.839 0.485
H 1.884 -1.287 2.033 1.042
H 0.789 -0.081 2.371 -1.617
H 0.031 -1.902 4.172 0.771
H 0.791 -2.964 3.001 0.430
H -1.527 -1.000 2.674 0.572
H -1.612 -2.752 2.757 0.327
H -0.828 -3.344 -0.654 0.539
H -0.998 -4.086 0.945 0.505
H -2.755 -0.828 1.108 0.017
H -3.204 -3.661 0.059 0.393
H -4.422 -2.496 0.552 0.516
H -3.359 -3.202 1.757 0.301
H -3.529 -1.519 -1.361 0.801
H -1.821 -1.717 -1.596 -0.319
H -3.296 0.243 -3.177 0.487
H -1.536 0.110 -3.145 0.109
H -2.303 1.679 -2.854 0.373
H -4.587 0.452 -1.082 0.417
H -3.807 2.013 -0.913 0.578
H -3.827 0.888 0.447 0.346
H -0.623 1.243 -1.310 -0.089
H -2.240 2.488 0.239 0.563
H -0.550 2.697 0.145 -0.636
H -1.901 0.861 2.187 0.679
H -1.704 2.597 2.364 0.771
H 1.860 2.566 2.792 0.374
H 0.610 3.445 1.928 0.438
O 2.129 -0.757 -2.319 -0.925
C 1.186 -1.250 -2.982 1.493
O 0.086 -1.528 -2.391 -0.515
C 1.317 -1.474 -4.443 0.253
C 2.451 -1.021 -5.109 -0.630
C 2.569 -1.202 -6.479 -0.769
C 1.559 -1.839 -7.185 -0.479
C 0.445 -2.278 -6.493 -0.331
C 0.294 -2.109 -5.134 -0.091
N -0.640 -2.954 -7.247 1.064
O -1.577 -3.384 -6.603 -0.608
O -0.475 -3.111 -8.441 -0.623
H 3.226 -0.526 -4.542 0.542
H 3.445 -0.845 -7.002 0.408
H 1.620 -1.995 -8.252 0.507
H -0.593 -2.456 -4.626 0.739
C -0.107 3.856 -2.569 -1.077
C 0.678 2.717 -2.759 -0.515
C 1.544 2.228 -1.800 -0.912
C 1.631 2.893 -0.474 -0.238
C 1.088 4.267 -0.476 -0.397
C 0.224 4.661 -1.454 -0.567
H -0.758 4.224 -3.348 0.497
H 0.638 2.205 -3.718 0.487
H 2.297 1.492 -2.047 0.847
H 1.403 4.950 0.302 0.489
H -0.194 5.661 -1.392 0.381
```

=====

Entry 2:
C33H48N5OPdSi4 as an isolated structure. Source: OMol25; level of theory: the ωB97M-V functional and the def2-TZVPD basis.

Output
- 2S+1: 5
- ⟨S²⟩: 6.06
- Charge: +1
- Kohn-Sham gap (alpha / beta): 5.83 / 6.47 eV

Geometry as XYZ:
```
92
Properties=species:S:1:pos:R:3:mulliken_spin:R:1
Pd -0.273 -0.127 -0.307 1.314
C 0.543 1.245 3.064 0.053
C -0.349 2.079 3.943 0.093
C -1.539 2.472 3.486 -0.018
C -1.903 1.953 2.177 0.223
N -1.547 0.575 1.963 0.230
C -0.254 0.237 2.285 0.040
N -2.465 2.684 1.275 -0.091
C -2.532 2.393 -0.030 0.269
N -1.842 1.411 -0.738 0.049
C -2.147 1.578 -2.044 0.116
N -1.791 0.793 -3.067 0.086
C -0.650 0.225 -3.268 0.029
C -0.539 -0.709 -4.382 0.022
C 0.550 -1.465 -4.477 0.057
C 1.574 -1.385 -3.396 0.128
C 1.592 -0.063 -2.779 0.107
N 0.501 0.610 -2.556 -0.011
C -3.075 2.688 -2.217 0.081
C -3.656 3.248 -3.345 0.016
C -4.476 4.351 -3.159 0.049
C -4.703 4.874 -1.881 -0.017
C -4.125 4.308 -0.755 0.095
C -3.305 3.203 -0.946 0.023
H 1.289 0.715 3.653 -0.007
H 0.042 2.431 4.893 -0.006
H -2.178 3.193 3.981 0.008
H -0.496 -1.739 1.566 -0.043
H -1.360 -0.754 -5.085 -0.003
H 0.683 -2.179 -5.283 0.003
H 2.558 -1.739 -3.687 -0.009
H 2.502 0.313 -2.317 0.013
H -3.475 2.832 -4.329 0.003
H -4.946 4.819 -4.015 0.003
H -5.343 5.741 -1.772 0.000
H -4.296 4.710 0.236 0.006
C 3.903 -2.298 0.453 0.002
O 2.605 -1.798 0.748 -0.024
Si 1.921 -1.789 2.253 0.016
C 3.097 -0.909 3.394 0.004
C 1.637 -3.492 2.926 0.007
C 0.237 -1.009 1.916 0.159
Si 1.649 2.542 2.073 0.018
C 3.068 2.932 3.216 0.002
C 0.739 4.121 1.724 0.008
C 2.241 1.769 0.486 0.012
Si -2.954 -0.621 2.051 -0.002
C -2.721 -1.438 3.698 0.009
C -4.503 0.389 2.053 0.008
C -3.012 -1.841 0.646 0.023
H 4.057 -3.303 0.858 0.000
H 4.682 -1.638 0.845 0.001
H 4.000 -2.349 -0.633 0.000
H 3.979 -1.546 3.515 0.000
H 2.693 -0.730 4.395 0.000
H 3.433 0.042 2.972 -0.001
H 2.594 -4.000 3.091 0.000
H 1.037 -4.115 2.256 -0.004
H 1.124 -3.442 3.893 0.001
H 2.734 3.579 4.034 0.000
H 3.835 3.482 2.659 0.000
H 3.542 2.053 3.657 0.000
H 0.394 4.588 2.649 -0.001
H -0.126 3.994 1.067 -0.004
H 1.434 4.814 1.237 0.000
H 2.584 0.741 0.615 -0.010
H 3.073 2.356 0.082 -0.001
H 1.453 1.800 -0.268 0.003
H -2.817 -0.695 4.496 0.001
H -1.745 -1.921 3.798 -0.004
H -3.492 -2.200 3.853 0.001
H -4.490 1.184 2.802 -0.002
H -5.336 -0.280 2.288 0.000
H -4.703 0.845 1.080 -0.001
H -2.613 -2.818 0.933 -0.004
H -2.482 -1.514 -0.242 -0.010
H -4.057 -1.978 0.353 0.004
C 1.882 -4.977 -0.769 0.014
Si 1.357 -4.236 -2.395 0.020
C -0.243 -4.949 -3.024 0.003
C 2.707 -4.479 -3.662 0.008
C 1.052 -2.374 -2.164 0.008
C 0.328 -1.901 -1.207 0.829
H 1.633 -6.044 -0.736 0.001
H 1.385 -4.483 0.071 -0.002
H 2.962 -4.883 -0.634 -0.001
H -0.091 -5.957 -3.424 -0.001
H -0.653 -4.325 -3.823 0.000
H -0.989 -5.006 -2.227 0.000
H 2.935 -5.547 -3.742 0.001
H 3.633 -3.968 -3.380 0.000
H 2.414 -4.135 -4.660 0.000
```

=====

Entry 3:
C33H49Cl3N8 as an isolated structure. Source: OMol25; level of theory: the ωB97M-V functional and the def2-TZVPD basis.

Output
- 2S+1: 1
- Kohn-Sham gap: 8.85 eV

Geometry as XYZ:
```
93
Properties=species:S:1:pos:R:3:mulliken_charge:R:1
C 7.088 -1.123 0.930 0.518
Cl 8.234 0.128 1.449 -0.148
Cl 6.356 -1.559 2.490 -0.179
Cl 7.720 -2.515 0.130 -0.130
H 6.223 -0.628 0.465 -0.036
N 0.644 1.735 4.143 0.208
C -0.681 1.607 4.370 -0.367
C -1.029 0.290 4.329 -0.596
C 0.165 -0.464 4.140 -0.233
C 1.180 0.476 3.977 -1.011
H 0.982 2.649 3.825 0.288
H -1.373 2.439 4.302 0.354
H -1.995 -0.204 4.416 0.468
H 0.247 -1.529 4.260 0.529
H 2.284 0.300 3.963 0.387
N 4.227 1.942 2.267 0.557
C 4.545 2.859 3.212 -0.437
C 5.014 3.978 2.572 -0.988
C 4.891 3.749 1.147 -0.445
C 4.439 2.450 1.007 -0.430
H 3.655 1.087 2.368 0.089
H 4.634 2.535 4.243 0.439
H 5.386 4.866 3.032 0.495
H 5.113 4.381 0.288 0.429
H 4.482 1.824 0.092 0.285
N 1.674 0.956 -3.966 0.118
C 2.753 0.143 -3.895 -0.741
C 2.661 -0.726 -4.896 -0.490
C 1.489 -0.421 -5.623 -0.416
C 0.875 0.677 -5.043 -0.539
H 1.498 1.757 -3.391 0.227
H 3.511 0.284 -3.202 0.593
H 3.355 -1.462 -5.152 0.509
H 1.257 -1.085 -6.439 0.458
H -0.088 1.167 -5.322 0.318
N 1.385 4.887 2.999 0.036
C 0.723 4.292 1.914 -0.898
C -0.605 4.371 2.131 0.215
C -0.843 5.122 3.341 -0.938
C 0.376 5.347 3.872 -0.330
H 2.369 4.974 3.046 0.192
H 1.297 3.755 1.182 0.436
H -1.383 3.984 1.481 0.415
H -1.793 5.359 3.858 0.384
H 0.707 5.831 4.781 0.409
C 0.615 0.855 0.515 -0.006
C 0.381 -0.444 -0.216 0.369
C 1.394 -1.605 0.212 -0.517
C 2.793 -1.251 0.145 -0.027
N 3.914 -0.947 0.079 -0.372
H -0.190 1.563 0.276 0.319
H 1.605 1.293 0.215 0.130
H 0.738 0.723 1.608 -0.416
H 0.405 -0.249 -1.235 -0.270
H -0.577 -0.877 0.014 0.012
H 1.183 -2.443 -0.495 0.436
H 1.111 -1.870 1.252 0.267
C -3.034 -1.530 -4.629 -0.958
C -1.592 -2.036 -4.829 -0.827
C -0.710 -1.763 -3.577 0.670
C -1.104 -2.302 -2.261 0.021
N -1.513 -2.758 -1.295 -0.340
H -2.997 -0.370 -4.560 0.182
H -3.479 -2.064 -3.816 0.238
H -3.783 -1.783 -5.416 0.408
H -1.118 -1.539 -5.709 0.254
H -1.525 -3.116 -5.070 0.390
H -0.741 -0.697 -3.425 -0.498
H 0.314 -1.994 -3.762 0.505
C -3.237 1.402 1.050 -0.664
C -4.380 0.978 0.091 -0.964
C -3.885 -0.021 -0.928 0.579
C -2.843 0.637 -1.765 0.139
N -2.032 1.191 -2.324 -0.493
H -3.619 2.063 1.865 0.435
H -2.513 1.953 0.457 0.052
H -2.859 0.535 1.625 0.208
H -4.660 1.888 -0.462 0.359
H -5.194 0.487 0.591 0.442
H -4.766 -0.263 -1.607 0.374
H -3.517 -0.938 -0.421 -0.502
C -5.176 -5.868 -1.041 -1.121
C -4.368 -5.973 0.288 -0.550
C -3.352 -4.903 0.400 -0.296
C -4.022 -3.613 0.455 0.375
N -4.730 -2.708 0.556 -0.565
H -5.899 -6.669 -1.217 0.355
H -4.557 -5.779 -1.869 0.335
H -5.794 -4.925 -0.854 0.290
H -3.774 -6.918 0.296 0.288
H -5.001 -6.052 1.154 0.342
H -2.914 -4.818 -0.588 0.078
H -2.650 -4.967 1.131 0.531
```

=====

Entry 4:
C33H50AlN2O4 as an isolated structure. Source: OMol25; level of theory: the ωB97M-V functional and the def2-TZVPD basis.

Output
- 2S+1: 1
- Charge: +3
- Kohn-Sham gap: 1.84 eV

Geometry as XYZ:
```
90
Properties=species:S:1:pos:R:3:mulliken_charge:R:1
C 2.778 -1.995 5.332 -1.333
C 1.564 -1.043 5.128 -0.158
C 2.028 0.152 4.203 -0.820
N 0.850 0.759 3.567 -0.182
C 0.624 0.426 2.147 2.141
C 0.563 -1.107 1.949 -2.751
C 0.546 -1.664 0.499 1.967
C 0.858 -3.224 0.554 -0.846
C -0.498 -3.972 0.268 -0.675
C -0.924 -3.915 -1.239 -0.488
O -1.549 -5.095 -1.701 -0.454
C -0.541 -5.979 -2.257 -0.597
C 1.795 1.281 1.453 -0.142
C 3.031 0.497 0.796 -0.923
C 3.298 0.855 -0.645 0.233
C 3.587 2.198 -1.125 -0.212
C 3.866 2.454 -2.445 -1.054
C 3.905 1.375 -3.442 0.927
C 4.247 1.587 -4.883 -1.305
C 3.586 0.028 -2.960 -0.843
C 3.304 -0.234 -1.641 -0.101
N 1.127 2.365 0.651 -0.033
C -0.112 2.572 1.342 -1.536
O -0.631 3.638 1.520 -0.512
C -0.759 1.198 1.826 2.027
C -1.771 0.620 0.794 -0.490
C -1.678 1.050 -0.697 -0.285
C -0.398 0.739 -1.511 -1.125
O -2.066 2.424 -0.916 -0.286
C -3.409 2.518 -1.396 -0.987
C -3.482 2.321 -2.930 0.777
C -3.860 1.031 -3.455 0.010
C -3.921 0.806 -4.837 -0.823
C -3.578 1.904 -5.689 -0.268
C -3.193 3.189 -5.173 -0.673
C -3.153 3.408 -3.795 -0.379
O -1.469 1.686 2.978 -0.580
C -2.171 0.696 3.703 -0.239
C -3.712 1.041 3.832 -0.390
H 3.139 -2.432 4.379 0.304
H 3.617 -1.472 5.826 0.342
H 2.473 -2.837 5.981 0.411
H 1.171 -0.623 6.073 0.491
H 0.759 -1.627 4.639 0.146
H 2.777 -0.279 3.505 0.118
H 2.571 0.883 4.836 0.530
H 0.900 1.762 3.736 0.500
H 1.353 -1.678 2.477 0.767
H -0.386 -1.449 2.423 -0.137
H -0.418 -1.592 -0.029 -0.148
H 1.309 -1.241 -0.178 -1.477
H 1.539 -3.526 -0.262 0.449
H 1.173 -3.561 1.557 0.397
H -1.319 -3.508 0.858 0.197
H -0.450 -5.041 0.553 0.514
H -0.095 -3.570 -1.906 0.452
H -1.701 -3.114 -1.322 0.075
H 0.439 -5.715 -1.809 0.263
H -0.549 -5.850 -3.354 0.265
H -0.806 -7.004 -1.941 0.273
H 2.336 1.933 2.173 0.820
H 2.969 -0.601 0.862 0.613
H 3.959 0.779 1.346 0.670
H 3.595 3.015 -0.390 0.472
H 4.108 3.467 -2.796 0.426
H 5.282 1.170 -5.014 0.370
H 4.336 2.657 -5.154 0.377
H 3.601 1.012 -5.573 0.392
H 3.622 -0.774 -3.716 0.465
H 3.108 -1.276 -1.354 0.412
H 1.614 3.244 0.837 0.500
H -1.857 -0.479 0.943 0.570
H -2.778 0.993 1.094 -0.065
H -2.490 0.478 -1.200 0.546
H -0.576 -0.181 -2.113 0.267
H -0.269 1.544 -2.264 0.543
H 0.540 0.580 -0.960 -0.281
H -3.746 3.562 -1.222 0.558
H -4.120 1.868 -0.849 0.323
H -4.091 0.191 -2.780 0.333
H -4.187 -0.186 -5.224 0.419
H -3.614 1.703 -6.771 0.393
H -2.931 4.013 -5.850 0.417
H -2.863 4.357 -3.324 0.448
H -2.016 -0.346 3.371 0.098
H -1.795 0.738 4.750 0.408
H -4.134 0.195 4.500 0.179
H -3.837 1.963 4.446 0.584
H -4.239 1.109 2.823 0.030
Al -5.703 0.154 3.560 0.390
```

=====

| no. | DFT total energy (eV) |
| --- | --- |
| 1 | -79531.7888 |
| 2 | -79482.3250 |
| 3 | -84500.6359 |
| 4 | -52763.6628 |